1.
Entry from the Open Molecules 2025 dataset: a molecular structure, C27H57F4MnN5O11S4 in a non-equilibrium geometry (ωB97M-V/def2-TZVPD).

Values from the calculation:
molecular weight	886.97	g mol⁻¹
highest occupied orbital energy (alpha / beta)	-8.1 / -8.1	eV
frontier orbital gap (alpha / beta)	5.728 / 5.462	eV
spin multiplicity	6
<S²>	8.75

Each line ends with the Löwdin spin population.
Atoms and positions in Å:
Mn: -1.5237 0.3400 2.8375  4.746
N: -3.4447 0.3223 3.5819  0.043
S: -4.8263 0.6007 2.9036  0.008
O: -5.4242 1.9500 2.9984  0.005
O: -5.6465 -0.6168 2.5794  0.006
F: -4.1699 0.9259 1.4456  0.006
S: -4.2692 -0.0640 5.0664  0.007
O: -4.8075 -1.4076 5.1648  0.005
O: -4.9710 1.0776 5.6221  0.007
F: -2.8898 -0.1532 5.9606  0.003
N: -1.2281 0.9274 0.9621  0.043
S: -0.7062 -0.0065 -0.4145  0.009
O: 0.7777 -0.0944 -0.5763  0.007
O: -1.5498 0.0674 -1.5870  0.006
F: -1.0849 -1.4654 0.2332  0.005
S: -0.9353 2.1937 0.2229  0.011
O: -1.7961 2.7929 -0.7753  0.007
O: 0.3997 2.7156 0.3368  0.008
F: -1.6530 2.9545 1.4202  0.012
C: 1.8341 -3.2495 4.0423  0.001
C: 1.1835 -2.6099 2.8548  0.001
C: 1.4345 -3.5141 1.5610  0.000
C: 0.6278 -4.7665 1.3796  0.000
C: -0.8140 -4.5715 1.7383  0.000
C: -1.1581 -3.7875 3.0542  0.001
N: -0.3104 -2.5723 3.0239  0.010
O: -0.7854 -1.6340 3.9142  0.032
C: -2.6596 -3.3960 2.6029  0.001
C: -0.9666 -4.5954 4.4117  0.001
C: 1.7507 -1.1218 2.6675  0.004
H: 1.4871 -2.8206 4.9823  0.000
H: 2.8961 -3.0654 3.8797  0.000
H: 1.7425 -4.3301 4.1523  0.000
H: 1.2878 -2.8534 0.7065  0.000
H: 2.4209 -3.9778 1.5460  0.000
H: 0.9818 -5.5161 2.0874  0.000
H: 0.8049 -5.2156 0.4023  0.000
H: -1.2213 -5.5816 1.7805  0.000
H: -1.2651 -4.1005 0.8649  0.000
H: -3.3123 -4.2690 2.6104  0.000
H: -3.0927 -2.8071 3.4115  0.000
H: -2.8544 -2.9460 1.6295  0.000
H: -0.7655 -3.8477 5.1789  0.000
H: -1.7932 -5.2403 4.7098  0.000
H: -0.0489 -5.1802 4.3482  0.000
H: 1.1844 -0.5317 1.9470  0.002
H: 2.6970 -1.2703 2.1472  0.000
H: 1.8557 -0.5854 3.6105  0.000
H: -0.4290 -1.9131 4.7608  0.001
C: 2.2527 -2.0196 -5.4406  0.000
C: 2.1146 -3.2216 -4.4875  0.000
C: 1.4724 -2.6384 -3.2706  0.000
C: 0.9889 -3.5848 -2.1004  0.000
C: 0.0763 -4.6000 -2.7162  0.000
C: 0.4978 -5.2783 -4.1115  0.000
N: 1.1968 -4.2341 -4.9872  0.000
O: 1.6021 -4.7973 -6.2181  0.000
C: 1.5310 -6.3453 -3.8540  0.000
C: -0.7828 -5.7621 -4.7767  0.000
C: 3.5314 -3.7398 -4.1691  0.000
H: 1.3290 -1.4609 -5.5913  0.000
H: 2.5958 -2.4990 -6.3574  0.000
H: 3.1202 -1.3786 -5.2835  0.000
H: 2.2640 -2.0370 -2.8236  0.000
H: 0.7449 -1.8441 -3.4380  0.000
H: 0.5181 -3.0308 -1.2883  0.000
H: 1.7282 -4.1716 -1.5552  0.000
H: -0.8840 -4.0849 -2.7405  0.000
H: -0.0216 -5.3559 -1.9370  0.000
H: 0.9824 -7.2050 -3.4693  0.000
H: 2.1534 -6.5992 -4.7121  0.000
H: 2.2001 -6.0533 -3.0445  0.000
H: -0.7993 -6.8519 -4.7807  0.000
H: -1.6856 -5.5705 -4.1968  0.000
H: -0.8420 -5.3059 -5.7648  0.000
H: 3.9100 -4.3552 -4.9852  0.000
H: 3.5380 -4.2299 -3.1955  0.000
H: 4.2605 -2.9311 -4.2185  0.000
H: 0.9756 -4.4677 -6.8666  0.000
C: 0.0914 7.5318 2.5563  0.000
C: -0.3332 7.3460 1.1105  0.000
C: -0.5774 8.8096 0.5417  0.000
C: -0.4585 8.7876 -1.0062  0.000
C: 0.8356 8.2856 -1.5426  0.000
C: 1.0615 6.8035 -1.0176  0.000
N: 0.8919 6.7533 0.4321  0.000
O: 1.2617 5.4408 1.0019  0.000
C: 0.1509 5.7692 -1.7378  0.000
C: 2.5470 6.3917 -1.2536  0.000
C: -1.6244 6.5569 1.0107  0.000
H: -0.6926 8.1266 3.0250  0.000
H: 0.9043 8.2494 2.6674  0.000
H: 0.3619 6.6866 3.1891  0.000
H: -1.5958 9.0999 0.7997  0.000
H: 0.0624 9.5519 1.0191  0.000
H: -0.7430 9.7091 -1.5141  0.000
H: -1.2350 8.1038 -1.3492  0.000
H: 1.6102 8.9524 -1.1639  0.000
H: 0.8070 8.4238 -2.6234  0.000
H: 0.5207 5.2911 -2.6449  0.000
H: -0.0156 4.8936 -1.1104  0.000
H: -0.8805 6.0297 -1.9754  0.000
H: 2.7694 5.3249 -1.2331  0.000
H: 2.9335 6.6186 -2.2472  0.000
H: 3.2602 7.0082 -0.7064  0.000
H: -2.2220 6.4274 0.1083  0.000
H: -2.2102 7.0224 1.8032  0.000
H: -1.5082 5.5679 1.4539  0.000
H: 0.4946 4.9004 0.7989  0.000


2.
Entry from the Open Molecules 2025 dataset: C3H7NO2 in the gas phase in a non-equilibrium geometry (ωB97M-V/def2-TZVPD).

Values from the calculation:
molecular weight	89.09	g mol⁻¹
highest occupied orbital energy	-10.1	eV
frontier orbital gap	10.783	eV
structure (SMILES)	NC(=O)CCO

Each line ends with the Löwdin charge.
Atoms and positions in Å:
N: 1.6502 -0.7143 0.1791  0.149
C: 0.3701 -1.1136 0.4329  -0.553
O: 0.2786 -2.0151 1.2530  0.036
C: -0.8396 -0.4608 -0.1849  -0.095
C: -0.6478 0.9463 -0.7356  -0.278
O: -0.2272 1.8586 0.2536  -0.059
H: 2.1218 -1.4422 0.7230  0.120
H: 2.0069 -0.2259 -0.6354  0.109
H: -1.5832 -0.4604 0.6176  0.130
H: -1.1999 -1.1336 -0.9719  0.131
H: 0.0428 0.9340 -1.5984  0.115
H: -1.6105 1.3187 -1.1008  0.121
H: 0.6255 1.5529 0.5902  0.074


Electronic energy? In order: -5307.1594; -323.7456 Eh.